(1)
Density functional theory data (ωB97M-V/def2-TZVPD) for a structure of composition C37H30BrCl2N4O3S2Sn.

Output
- Orbital gap: 7.4438 eV
- HOMO: -10.851 eV
- Charge: +1
- Energy relative to the best compared isomer or geometry (same formula, charge and spin): 0.000 eV
- LUMO level: -0.125 Eh
- Energy: -173547.853 eV

Cartesian coordinates (Å):
Sn -0.75518 -0.69635 -0.53160
Br 1.33577 -4.50519 1.39479
Cl -4.46865 2.02345 -0.04482
Cl -2.13407 -2.06279 2.69677
S -3.11076 -0.85168 -0.13796
S -0.73589 1.79065 -1.15666
O -1.88071 -3.07643 -1.56661
O -0.13219 -2.59790 -0.30109
O -0.18088 -0.01092 1.33906
N -0.62773 3.93485 0.36540
N -0.63729 -0.65232 -2.80343
N 0.49396 2.20584 1.28845
N 1.47265 -0.61066 -1.12032
C 1.53747 0.67740 2.79678
C 3.18984 -0.25925 -4.37946
C -3.70872 1.40568 3.79911
C 2.48465 -0.72518 -0.28364
C 2.44530 -0.88094 4.39285
C -0.01262 -7.64047 -0.88527
C 2.44698 1.64238 3.22431
C -4.13433 1.95661 2.60396
C -0.92015 -7.09401 -1.77979
C -1.58989 -0.56093 -4.97477
C -0.29283 2.65573 0.28532
C -0.52757 -4.89415 -0.83528
C 3.81415 -0.65989 -0.71358
C 0.56037 0.98090 1.71588
C -0.89834 -3.44829 -0.93568
C 0.59034 -0.49483 -3.33644
C 2.13137 -0.23958 -5.21467
C 3.35613 1.34144 4.22500
C 0.79224 -0.37199 -4.71103
C 3.00883 -0.40197 -2.96077
C -3.91364 1.27544 1.41776
C -3.08814 0.16911 3.81133
C -1.09889 4.63092 2.69961
C -0.60332 5.25696 -1.73013
C -0.18043 4.76385 1.49831
C -1.17223 -5.73685 -1.74400
C -1.44969 4.61969 -0.63990
C -1.69788 -0.69197 -3.58774
C 1.53589 -0.58546 3.38927
C 0.38384 -5.46371 0.05979
C -0.34766 -0.40306 -5.53468
C -2.90143 -0.51215 2.62192
C 0.63245 -6.82923 0.03263
C 4.07565 -0.48115 -2.04700
C 1.71712 -0.48734 -2.44172
C 3.35707 0.08044 4.80844
C -3.28851 0.02403 1.38885
H 0.83606 4.47582 1.75181
H 4.06668 -0.15101 5.59219
H -2.75740 -0.28305 4.73569
H -2.12538 4.89264 2.43808
H -1.24472 5.77990 -2.43958
H -2.15818 3.90788 -1.05359
H -4.63954 2.91126 2.57819
H -0.77099 5.30062 3.49531
H 2.43965 -1.85993 4.85412
H 2.27244 -0.13565 -6.28284
H 2.43417 2.62107 2.76427
H 2.24557 -0.87637 0.75818
H 4.06186 2.09205 4.55565
H -0.16302 5.79121 1.13527
H -1.08551 3.60932 3.07865
H 0.19422 -8.70247 -0.89350
H -2.02292 5.37627 -0.10368
H -2.65693 -0.83992 -3.10697
H -2.48245 -0.59633 -5.58195
H -0.03765 4.49903 -2.27179
H 1.33265 -7.25218 0.73881
H 5.09444 -0.41831 -2.40913
H -1.43229 -7.72227 -2.49560
H 4.19815 -0.17570 -4.76435
H -3.86981 1.93783 4.72710
H 0.81137 -1.32368 3.06914
H -1.88654 -5.28872 -2.42044
H 0.09804 5.98093 -1.31257
H 4.60852 -0.74985 0.01350
H -0.23294 -0.30910 -6.60760

So, what does the Löwdin scheme give us? The charges, in e, come out as: atom 1 (Sn): 0.910, atom 2 (Br): 0.806, atom 3 (Cl): 0.689, atom 4 (Cl): 0.739, atom 5 (S): 0.682, atom 6 (S): 0.776, atom 7 (O): -0.020, atom 8 (O): -0.214, atom 9 (O): -0.197, atom 10 (N): -0.101, atom 11 (N): -0.023, atom 12 (N): 0.139, atom 13 (N): 0.038, atom 14 (C): -0.152, atom 15 (C): 0.004, atom 16 (C): -0.066, atom 17 (C): -0.055, atom 18 (C): -0.059, atom 19 (C): -0.061, atom 20 (C): -0.018, atom 21 (C): -0.114, atom 22 (C): -0.060, atom 23 (C): 0.002, atom 24 (C): -0.623, atom 25 (C): -0.145, atom 26 (C): 0.006, atom 27 (C): -0.407, atom 28 (C): -0.568, atom 29 (C): -0.149, atom 30 (C): 0.003, atom 31 (C): -0.066, atom 32 (C): -0.119, atom 33 (C): -0.120, atom 34 (C): -0.670, atom 35 (C): -0.099, atom 36 (C): -0.057, atom 37 (C): -0.067, atom 38 (C): -0.188, atom 39 (C): -0.011, atom 40 (C): -0.242, atom 41 (C): -0.078, atom 42 (C): -0.025, atom 43 (C): -0.577, atom 44 (C): 0.034, atom 45 (C): -0.663, atom 46 (C): -0.133, atom 47 (C): 0.031, atom 48 (C): -0.138, atom 49 (C): -0.067, atom 50 (C): -0.663, atom 51 (H): 0.110, atom 52 (H): 0.109, atom 53 (H): 0.110, atom 54 (H): 0.076, atom 55 (H): 0.084, atom 56 (H): 0.064, atom 57 (H): 0.106, atom 58 (H): 0.083, atom 59 (H): 0.110, atom 60 (H): 0.126, atom 61 (H): 0.106, atom 62 (H): 0.113, atom 63 (H): 0.108, atom 64 (H): 0.120, atom 65 (H): 0.069, atom 66 (H): 0.113, atom 67 (H): 0.125, atom 68 (H): 0.117, atom 69 (H): 0.123, atom 70 (H): 0.061, atom 71 (H): 0.097, atom 72 (H): 0.131, atom 73 (H): 0.110, atom 74 (H): 0.126, atom 75 (H): 0.115, atom 76 (H): 0.094, atom 77 (H): 0.121, atom 78 (H): 0.078, atom 79 (H): 0.123, atom 80 (H): 0.131

(2)
Density functional theory data (ωB97M-V/def2-TZVPD) for a structure of composition C37H30BrClN7O2STi at a distorted geometry.

Output
- Orbital gap: 7.3721 eV
- HOMO: -10.123 eV
- Charge: +1
- Energy relative to the best compared isomer or geometry (same formula, charge and spin): 1.057 eV
- LUMO level: -0.101 Eh
- Energy: -169897.295 eV

Cartesian coordinates (Å):
Br 0.07244 -5.75898 1.70881
Ti 0.64097 -0.12485 0.11872
Cl 6.38690 2.88294 -3.31617
S -3.35724 3.30411 -4.09416
O -0.95963 -0.52877 -0.38443
O 2.23574 -0.19908 0.86237
N -2.06299 1.89430 -2.32106
N -2.17612 -1.54056 3.41401
N -0.90440 2.21322 -4.33537
N 0.48427 1.72251 0.98576
N 1.10622 -2.31020 -0.24002
N 0.83093 3.37830 2.35808
N -0.51536 -0.77872 2.20310
C 4.86298 2.20648 -2.84447
C 1.26966 2.16290 1.97319
C 1.01385 0.62857 -1.80866
C 2.79465 2.38186 -1.65333
C 0.69392 -3.21075 0.65366
C 4.02621 2.91190 -1.99242
C -4.13855 2.98603 -2.56928
C -3.79343 -2.56520 -1.35077
C 1.61962 -2.74764 -1.39331
C -2.70644 -1.72048 -1.44564
C 1.68826 -4.09103 -1.71506
C -0.25690 3.72917 1.59062
C -5.80772 3.01047 -0.87831
C -1.24270 -1.06568 4.29763
C -1.71171 -1.36026 2.15301
C 1.20814 -5.02958 -0.81598
C -5.00004 2.20563 -0.07965
C -3.29473 2.20133 -1.76230
C 3.23327 0.45865 -2.99578
C -3.53084 -2.65604 1.03093
C 3.10339 1.96468 3.65418
C -2.01100 -1.33352 -0.29930
C 4.46772 0.98007 -3.34976
C 4.18880 1.29243 4.17218
C 2.41801 1.47343 2.53865
C 2.36737 1.13912 -2.13662
C 3.94866 -0.40009 2.48171
C -0.46368 2.69527 0.74149
C 2.85515 0.27574 1.93288
C -2.43173 -1.79655 0.95975
C -5.38740 3.40197 -2.13886
C -3.75054 1.79203 -0.51094
C -4.20641 -3.03966 -0.10949
C -1.96290 2.38096 -3.51282
C -0.21936 -0.59971 3.53470
C 0.71935 -4.57036 0.39467
C 4.60874 0.10248 3.58292
H -2.37456 -1.32619 -2.39787
H -3.06609 -1.93687 3.65946
H 0.34456 -2.84594 1.60641
H -5.05383 -3.70691 -0.03453
H -3.13279 1.14793 0.10096
H 1.22382 -6.08643 -1.04300
H 4.33393 3.87674 -1.61236
H 5.45735 -0.42733 3.99420
H 4.26003 -1.32390 2.01133
H 2.77896 2.87912 4.13646
H -5.36535 1.88768 0.88845
H -0.77760 4.66083 1.71826
H 5.11234 0.44084 -4.03057
H 1.25078 3.95709 3.06345
H 0.68542 -0.14140 -2.51426
H 0.28144 1.43947 -1.81163
H 0.71513 -0.16644 3.84950
H -6.77398 3.33514 -0.51637
H -4.32733 -2.86052 -2.24392
H 2.10524 -4.40279 -2.66187
H 2.12919 2.95453 -1.01535
H -1.19896 2.57344 -0.03448
H 4.71092 1.68579 5.03312
H -1.38728 -1.10483 5.36244
H -6.01397 4.01078 -2.77705
H 2.00251 -1.99104 -2.06451
H -0.85459 2.73026 -5.19306
H -3.85204 -3.04671 1.98878
H 2.92855 -0.48719 -3.43120
H -0.06577 1.78895 -3.97528

So, what does the Löwdin scheme give us? The charges, in e, come out as: atom 1 (Br): 0.793, atom 2 (Ti): 1.059, atom 3 (Cl): 0.672, atom 4 (S): 1.082, atom 5 (O): -0.211, atom 6 (O): -0.180, atom 7 (N): 0.088, atom 8 (N): 0.129, atom 9 (N): 0.114, atom 10 (N): 0.008, atom 11 (N): 0.011, atom 12 (N): 0.144, atom 13 (N): 0.056, atom 14 (C): -0.678, atom 15 (C): -0.234, atom 16 (C): -0.198, atom 17 (C): -0.043, atom 18 (C): -0.151, atom 19 (C): -0.098, atom 20 (C): -0.477, atom 21 (C): -0.053, atom 22 (C): -0.081, atom 23 (C): 0.012, atom 24 (C): -0.018, atom 25 (C): -0.032, atom 26 (C): -0.091, atom 27 (C): -0.054, atom 28 (C): -0.259, atom 29 (C): -0.076, atom 30 (C): -0.082, atom 31 (C): -0.317, atom 32 (C): -0.051, atom 33 (C): -0.021, atom 34 (C): -0.026, atom 35 (C): -0.302, atom 36 (C): -0.101, atom 37 (C): -0.072, atom 38 (C): -0.098, atom 39 (C): -0.298, atom 40 (C): 0.013, atom 41 (C): -0.071, atom 42 (C): -0.293, atom 43 (C): -0.087, atom 44 (C): -0.089, atom 45 (C): -0.035, atom 46 (C): -0.068, atom 47 (C): -0.673, atom 48 (C): -0.096, atom 49 (C): -0.648, atom 50 (C): -0.055, atom 51 (H): 0.125, atom 52 (H): 0.156, atom 53 (H): 0.097, atom 54 (H): 0.110, atom 55 (H): 0.095, atom 56 (H): 0.117, atom 57 (H): 0.107, atom 58 (H): 0.114, atom 59 (H): 0.125, atom 60 (H): 0.110, atom 61 (H): 0.103, atom 62 (H): 0.126, atom 63 (H): 0.108, atom 64 (H): 0.159, atom 65 (H): 0.075, atom 66 (H): 0.036, atom 67 (H): 0.107, atom 68 (H): 0.105, atom 69 (H): 0.114, atom 70 (H): 0.120, atom 71 (H): 0.108, atom 72 (H): 0.090, atom 73 (H): 0.110, atom 74 (H): 0.120, atom 75 (H): 0.111, atom 76 (H): 0.097, atom 77 (H): 0.095, atom 78 (H): 0.110, atom 79 (H): 0.102, atom 80 (H): 0.083

(3)
Density functional theory data (ωB97M-V/def2-TZVPD) for a structure of composition C37H30BrMnNO2P2.

Output
- Orbital gap (spin up / spin down): 6.4130 / 7.6187 eV
- HOMO (spin up / spin down): -10.587 / -10.576 eV
- ⟨S²⟩: 6.10
- Charge: +1
- Spin multiplicity: 5
- Energy relative to the best compared isomer or geometry (same formula, charge and spin): 0.000 eV
- LUMO level (spin up / spin down): -0.153 / -0.109 Eh
- Energy: -164378.275 eV

Cartesian coordinates (Å):
Br 0.90116 5.45894 0.04377
Mn 0.56094 0.41172 -0.36345
P 0.45297 0.50464 2.12989
P 0.70866 -1.46678 -1.90848
O 0.83892 2.48254 -0.40059
O -0.95250 1.45693 -1.10352
N 2.25734 -0.32601 0.07664
C -0.15405 -2.02374 5.27450
C -0.74946 3.77768 -1.66458
C -2.64840 2.64134 3.62080
C -1.85446 1.61199 3.14522
C -1.70916 5.96752 -3.08975
C -0.79034 6.15379 -2.06911
C 2.51902 -1.67499 -1.97348
C -1.17649 -4.94927 0.38987
C -2.10597 3.90636 3.80890
C -0.26680 2.54737 -1.00688
C -1.93313 -3.84583 0.01727
C 0.48476 -2.29964 -4.54730
C 2.98807 -1.28292 -0.60798
C 0.76900 -3.98098 -0.64301
C -1.02669 -0.54665 -3.84760
C 2.87978 -0.11110 1.29642
C -1.69368 3.61471 -2.68097
C -0.08341 -2.28185 -5.80991
C -1.12483 -1.40582 -6.08959
C 0.12111 -3.26197 4.71014
C 0.03148 3.11206 3.04568
C 0.01295 -1.42970 -3.56476
C 0.45478 -3.35779 3.36716
C 4.05108 -1.66245 0.16156
C -0.30702 5.06754 -1.35636
C 0.23421 -0.97121 3.14690
C -2.16771 4.69575 -3.39799
C 0.16957 -5.01600 0.06082
C -0.09300 -0.87704 4.49894
C 0.01073 -2.87915 -1.02625
C -1.34162 -2.81120 -0.68731
C 2.25394 0.86465 2.24065
C -1.59703 -0.54266 -5.11220
C 0.50610 -2.21624 2.58214
C -0.50520 1.84034 2.86498
C -0.77075 4.14035 3.51950
C 3.98117 -0.91495 1.37596
H -0.44442 7.14581 -1.81632
H -0.29955 0.08787 4.94428
H -1.93399 -1.95011 -0.98076
H 0.28343 -2.95253 -6.57500
H -3.69107 2.45787 3.84311
H 0.75855 -5.87586 0.35187
H -2.89093 4.54975 -4.18816
H 2.88286 -0.99552 -2.75033
H -2.07126 6.82561 -3.64016
H 2.42329 1.89310 1.91276
H -2.72718 4.71070 4.17972
H -2.28023 0.62609 2.99781
H -2.98187 -3.79291 0.27672
H -0.41141 -1.94918 6.32258
H 1.82410 -4.03559 -0.87560
H -2.40780 0.13773 -5.33634
H 0.67416 -4.32094 2.92631
H 1.06821 3.31370 2.81336
H -0.34847 5.12647 3.65895
H 0.76771 -2.29270 1.53305
H -1.63811 -5.75820 0.94042
H 2.82509 -2.68413 -2.24811
H -2.04044 2.61393 -2.89744
H -1.56785 -1.39717 -7.07650
H -1.38053 0.13755 -3.08569
H 0.07654 -4.15400 5.32098
H 2.62388 0.74540 3.25828
H 4.66986 -0.96545 2.20377
H 1.28974 -2.99115 -4.32864
H 4.81160 -2.37640 -0.11156

So, what does the Löwdin scheme give us? The charges, in e, come out as: atom 1 (Br): 0.840, atom 2 (Mn): 0.819, atom 3 (P): 1.078, atom 4 (P): 1.068, atom 5 (O): -0.095, atom 6 (O): -0.121, atom 7 (N): -0.116, atom 8 (C): -0.063, atom 9 (C): -0.156, atom 10 (C): -0.066, atom 11 (C): -0.098, atom 12 (C): -0.052, atom 13 (C): -0.119, atom 14 (C): -0.240, atom 15 (C): -0.065, atom 16 (C): -0.063, atom 17 (C): -0.553, atom 18 (C): -0.060, atom 19 (C): -0.074, atom 20 (C): -0.382, atom 21 (C): -0.077, atom 22 (C): -0.087, atom 23 (C): -0.377, atom 24 (C): -0.008, atom 25 (C): -0.062, atom 26 (C): -0.059, atom 27 (C): -0.062, atom 28 (C): -0.090, atom 29 (C): -0.352, atom 30 (C): -0.062, atom 31 (C): -0.027, atom 32 (C): -0.581, atom 33 (C): -0.344, atom 34 (C): -0.056, atom 35 (C): -0.072, atom 36 (C): -0.077, atom 37 (C): -0.357, atom 38 (C): -0.091, atom 39 (C): -0.223, atom 40 (C): -0.063, atom 41 (C): -0.080, atom 42 (C): -0.367, atom 43 (C): -0.071, atom 44 (C): -0.024, atom 45 (H): 0.102, atom 46 (H): 0.109, atom 47 (H): 0.109, atom 48 (H): 0.113, atom 49 (H): 0.111, atom 50 (H): 0.115, atom 51 (H): 0.112, atom 52 (H): 0.106, atom 53 (H): 0.116, atom 54 (H): 0.085, atom 55 (H): 0.111, atom 56 (H): 0.112, atom 57 (H): 0.113, atom 58 (H): 0.112, atom 59 (H): 0.104, atom 60 (H): 0.111, atom 61 (H): 0.101, atom 62 (H): 0.094, atom 63 (H): 0.110, atom 64 (H): 0.082, atom 65 (H): 0.114, atom 66 (H): 0.093, atom 67 (H): 0.111, atom 68 (H): 0.113, atom 69 (H): 0.078, atom 70 (H): 0.111, atom 71 (H): 0.111, atom 72 (H): 0.111, atom 73 (H): 0.110, atom 74 (H): 0.109